Entry 1:
Formula: C5H11N2S
Source: the OMol25 dataset
Level of theory: wB97M-V/def2-TZVPD

ORCA input file:
```
! wB97M-V def2-TZVPD RIJCOSX def2/J DEFGRID3
* xyz 1 1
C 0.8154 1.3060 -0.1512
C -0.2790 -0.5345 -1.2658
C 1.5875 0.1735 0.6182
C 0.2822 -1.5632 -0.1988
C -1.4229 0.9337 0.2152
N -0.3903 0.6895 -0.5097
N 0.6736 -0.8632 0.9415
S -2.6993 -0.2756 0.3134
H 0.6779 2.1468 0.6656
H 1.3557 1.7834 -1.0710
H 0.4680 -0.3897 -2.0220
H -1.2667 -0.9910 -1.6549
H 2.2563 -0.1844 -0.1475
H 2.1251 0.4914 1.5148
H -0.3250 -2.3859 0.1524
H 1.1712 -2.0896 -0.5797
H -1.4221 1.7222 0.9194
H 0.0180 -0.5879 1.7117
H -3.6255 0.6186 0.5485
*
```

* strongest force on any atom: 0.0887 Eh/bohr
* molecular weight: 131.22 g mol⁻¹
* ΔE to the lowest compared entry with this formula, charge and spin: 56.9 kcal per mole
* highest occupied orbital energy: -0.4820 Ha
* HOMO-LUMO gap: 8.4755 eV

***

Entry 2:
Formula: C5H11N3
Source: the OMol25 dataset
Level of theory: wB97M-V/def2-TZVPD

ORCA input file:
```
! wB97M-V def2-TZVPD RIJCOSX def2/J DEFGRID3
* xyz 0 1
C 1.2478 -0.5763 -0.6484
C -0.3614 0.6727 -2.0671
C -0.6952 -0.4456 1.6470
N 1.9750 -0.9451 0.4180
N 2.1661 0.0948 1.3038
C -0.0291 0.0386 -0.7323
C -0.9199 0.1545 0.3058
N -2.0598 0.9106 0.1852
H 2.7993 -1.5015 0.1889
H 2.4246 -0.3011 2.2113
H 1.7061 -0.8232 -1.6028
H -2.8186 0.7286 0.8196
H -2.3147 1.2784 -0.7145
H -1.3469 0.3652 -2.4276
H -0.3475 1.7634 -2.0053
H 0.3668 0.3836 -2.8219
H -1.5465 -0.2937 2.3079
H -0.4598 -1.5060 1.5560
H 0.2138 0.0020 2.0764
*
```

* strongest force on any atom: 0.0443 Eh/bohr
* molecular weight: 113.16 g mol⁻¹
* ΔE to the lowest compared entry with this formula, charge and spin: 77.3 kcal per mole
* highest occupied orbital energy (spin up / spin down): -0.2280 / -0.2564 Ha
* HOMO-LUMO gap (spin up / spin down): 6.9076 / 7.7001 eV

***

Entry 3:
Formula: C5H11N3
Source: the OMol25 dataset
Level of theory: wB97M-V/def2-TZVPD

ORCA input file:
```
! wB97M-V def2-TZVPD RIJCOSX def2/J DEFGRID3
* xyz 0 1
H 0.5141 -1.4290 1.6488
N -0.4334 -1.4738 1.2887
C -0.6199 -1.6812 0.0439
N -1.6352 -2.5263 -0.3452
N -0.0564 -0.9956 -1.0126
C 0.7475 0.1456 -0.9456
C 0.6209 1.1269 -1.8549
H -2.2360 -2.2386 -1.1000
H -2.1006 -2.9902 0.4182
H -0.5849 -1.0583 -1.8741
H 1.6129 0.0539 -0.3063
H -0.2334 1.1800 -2.5119
H 1.3313 1.9314 -1.9009
C -0.0702 1.4733 1.1419
C 1.0926 1.8711 1.6329
H -0.4692 0.4114 1.4426
H -0.6937 2.1412 0.5649
H 1.7036 1.2166 2.2424
H 1.5099 2.8415 1.4273
*
```

* strongest force on any atom: 0.0513 Eh/bohr
* molecular weight: 113.16 g mol⁻¹
* ΔE to the lowest compared entry with this formula, charge and spin: 61.2 kcal per mole
* highest occupied orbital energy: -0.3024 Ha
* HOMO-LUMO gap: 9.0735 eV

***

Entry 4:
Formula: C5H11N3
Source: the OMol25 dataset
Level of theory: wB97M-V/def2-TZVPD

ORCA input file:
```
! wB97M-V def2-TZVPD RIJCOSX def2/J DEFGRID3
* xyz 0 1
C -1.2516 -1.0355 -1.5761
C -0.6355 0.4771 0.3755
C -1.1187 1.3230 1.6914
C 0.6823 1.2321 -0.0983
C 1.6043 0.3989 -0.6853
H -2.3351 -0.8894 -2.0432
H -0.8754 -2.0730 -1.6962
H -0.4314 -0.3883 -1.9531
H -2.4198 1.6837 2.1124
H -0.6156 1.2382 2.7584
H -0.8621 2.4720 1.3011
H 0.5913 2.3501 -0.3065
H 2.9258 0.9004 -0.6892
H 2.3998 -1.7990 -0.8094
H 1.1121 -1.0374 1.3105
H -0.0964 -1.6498 0.5176
N -1.2302 -0.4923 -0.0950
N 1.5207 -0.9922 -0.6079
N 1.0354 -1.7183 0.4932
*
```

* strongest force on any atom: 0.1108 Eh/bohr
* molecular weight: 113.16 g mol⁻¹
* ΔE to the lowest compared entry with this formula, charge and spin: 199.6 kcal per mole
* highest occupied orbital energy: -0.3197 Ha
* HOMO-LUMO gap: 9.1765 eV